Molecular formula: C75H164F6N2O4P4S2
Method: DFT, ωB97M-V with the def2-TZVPD basis set

Results
- Charge: +4
- Energy: -6126.37204 Eh
- Highest occupied orbital energy: -15.88 eV
- E_LUMO: -5.71 eV
- Frontier orbital gap: 10.17 eV

XYZ file:
```
257
Properties=species:S:1:pos:R:3:forces:R:3
C -10.82336 12.84652 16.33951 -0.44 -0.45 -0.73
C -10.84991 11.62770 15.38824 0.82 -0.88 1.27
C -11.45002 11.81028 14.04609 -1.39 0.61 -1.27
N -11.20349 10.73711 12.99714 1.60 -1.23 -0.63
C -9.67419 10.54620 12.88410 -0.31 0.33 -1.13
C -9.29767 9.65395 11.70789 -0.50 1.16 -0.18
C -9.89009 10.15607 10.38307 -0.62 -0.10 0.64
C -11.40129 10.34997 10.45791 -0.28 -0.83 -0.41
C -11.85151 11.15112 11.67659 0.64 0.69 -0.29
C -11.79629 9.37945 13.28513 -1.76 1.65 1.69
H -10.40119 13.74185 15.88483 0.18 -0.11 -0.08
H -10.19902 12.52139 17.16652 -0.18 0.38 0.29
H -11.83201 13.09899 16.66153 0.07 -0.02 0.26
H -11.34501 10.79853 15.90601 -0.27 0.17 0.02
H -9.82206 11.26007 15.35319 0.07 0.28 -0.40
H -11.15974 12.74041 13.55024 0.47 -0.09 0.12
H -12.54005 11.91125 14.08549 -0.01 -0.20 0.26
H -9.21053 11.51850 12.70914 -0.31 0.21 0.24
H -9.29176 10.14317 13.81518 -0.28 -0.02 0.08
H -8.23231 9.82902 11.55483 0.19 -0.95 0.50
H -9.63436 8.64434 11.93608 0.66 -0.27 -0.28
H -9.45662 11.12615 10.13274 0.32 -0.15 -0.16
H -9.64940 9.39908 9.64092 0.04 0.32 -0.33
H -11.75670 10.81346 9.53438 0.05 0.61 0.27
H -11.91642 9.38960 10.35008 0.08 -0.15 0.61
H -11.57815 12.19473 11.51468 0.05 0.04 0.13
H -12.92936 11.11771 11.81799 0.00 -0.08 0.14
H -11.46868 9.00557 14.25222 0.63 -0.33 -0.37
H -11.81150 8.70373 12.44367 0.53 -0.01 0.02
H -12.83050 9.67064 13.50046 -0.18 -0.52 -0.19
C -3.07208 8.66580 -0.18300 -0.20 -0.22 0.85
C -2.40720 7.28109 0.04785 -1.75 1.13 -1.01
C -1.18145 7.39743 0.90875 0.95 -1.98 0.13
C 0.08638 7.77606 0.11262 -0.45 1.45 0.60
P 1.65625 7.69003 1.03970 -0.08 -0.92 -0.57
C 3.04142 8.18391 -0.07282 -0.45 0.35 1.86
C 3.35920 7.24102 -1.18770 1.33 -0.76 -2.16
C 4.58845 7.74377 -1.98780 0.47 2.22 0.54
C 5.96927 7.60311 -1.32527 -0.32 -0.92 0.11
C 1.92356 5.92199 1.35504 -0.33 -1.19 -0.32
C 3.24098 5.47400 1.99608 0.43 0.87 0.17
C 3.32248 3.99292 2.29719 -0.46 -1.10 0.23
C 3.89354 3.14724 1.14238 -0.58 -0.78 0.22
C 1.54954 8.64439 2.59013 1.27 0.29 -0.43
C 1.87216 10.15870 2.46288 -2.18 -0.57 0.84
C 1.74979 10.81185 3.86593 1.09 -1.11 -0.67
C 0.38070 10.73392 4.51559 -0.74 0.80 -0.32
H -4.11669 8.65909 -0.50118 0.16 -0.60 -0.52
H -2.50580 9.26068 -0.89820 0.02 0.36 0.33
H -3.20106 9.10464 0.81342 0.56 0.61 -0.18
H -2.25268 6.90477 -0.96547 0.41 -0.59 0.29
H -3.18590 6.69157 0.53223 0.33 -0.38 0.03
H -0.90658 6.40825 1.29889 -0.56 -0.12 0.12
H -1.45984 7.96185 1.80069 0.57 0.55 -0.18
H -0.08143 8.80341 -0.22858 0.52 0.03 -0.26
H 0.20595 7.13900 -0.76385 -0.08 -0.06 0.01
H 3.91519 8.23825 0.58796 -0.02 0.03 0.07
H 2.83098 9.22568 -0.32707 0.06 -0.11 -0.56
H 2.60823 7.13481 -1.97277 -0.54 -0.03 0.52
H 3.68852 6.24407 -0.88535 -0.66 -0.06 0.53
H 4.42777 8.82923 -2.06409 -0.01 0.04 -0.15
H 4.63733 7.46346 -3.03819 -0.26 -0.69 0.16
H 5.97464 7.78423 -0.24712 -0.19 0.31 -0.03
H 6.69852 8.26630 -1.78333 -0.01 -0.02 -0.03
H 6.32867 6.57476 -1.41330 0.11 0.03 -0.18
H 1.87755 5.38072 0.39939 0.09 0.61 -0.38
H 1.05945 5.42733 1.81252 0.01 0.58 0.65
H 3.47393 6.06958 2.88326 -0.15 -0.05 0.07
H 4.04365 5.68559 1.28386 0.05 0.22 0.09
H 2.33359 3.56642 2.50737 -0.21 0.34 -0.18
H 3.78694 3.78065 3.26167 0.68 0.37 -0.25
H 3.04480 2.73824 0.58816 0.14 0.28 -0.43
H 4.37905 2.23463 1.49136 0.20 0.21 0.23
H 4.58143 3.63845 0.45642 -0.03 0.25 0.14
H 2.34137 8.26909 3.24620 -0.16 -0.45 0.01
H 0.58806 8.45222 3.06264 -0.05 0.00 -0.08
H 1.02106 10.62540 1.95504 0.43 0.06 -0.76
H 2.82002 10.32311 1.96040 0.03 0.19 0.08
H 2.09450 11.82630 3.66915 -0.23 0.20 0.65
H 2.45384 10.30634 4.53364 0.26 0.35 0.02
H 0.36276 11.51371 5.27741 -0.27 -0.12 0.11
H 0.03584 9.80897 4.97947 0.73 -0.24 0.06
H -0.43027 10.94826 3.80789 0.15 0.32 -0.10
C -9.62858 7.93389 -1.87652 -1.45 -0.83 0.19
C -10.43061 7.39092 -0.67346 0.33 0.78 0.80
C -9.66392 7.37843 0.66408 0.18 -0.28 -0.84
C -10.52314 7.28751 1.91715 0.56 -0.50 0.32
P -11.38883 5.72711 2.27382 0.49 -0.52 -0.25
C -12.10842 5.95083 3.89692 -0.69 0.26 -0.03
C -13.19600 7.05565 4.02353 -0.04 -0.27 0.22
C -13.37051 7.42959 5.49043 -0.22 0.43 -0.19
C -12.16206 8.18826 6.00257 -0.03 -0.20 0.17
C -12.71738 5.26705 1.11234 0.15 0.01 -0.12
C -13.68905 4.24143 1.68369 -0.90 0.37 0.43
C -14.93617 3.94985 0.85378 -0.56 -0.92 -0.32
C -15.95937 3.11794 1.64867 0.24 0.86 -0.14
C -10.14943 4.41263 2.43472 0.73 0.27 0.17
C -9.70478 3.81955 1.10554 -1.45 -1.53 -0.95
C -8.28750 3.25751 1.02669 0.52 1.25 0.86
C -8.10023 1.89827 1.70316 0.28 0.03 -0.65
H -8.75993 7.31263 -2.07700 0.18 0.23 -0.14
H -9.41684 8.99804 -1.80272 0.37 -0.07 0.35
H -10.34821 7.85948 -2.69491 0.45 -0.09 -0.40
H -10.86513 6.40213 -0.83421 0.24 -0.07 -0.40
H -11.29794 8.04627 -0.54289 -0.04 0.05 0.01
H -8.97291 8.22322 0.72375 -0.46 0.41 0.17
H -8.93804 6.55815 0.71097 -0.21 -0.24 -0.19
H -11.24404 8.08454 2.09976 0.15 0.21 -0.29
H -9.76537 7.29595 2.71267 -0.50 0.14 0.43
H -11.23732 6.13181 4.53492 -0.14 0.15 0.06
H -12.55790 5.00434 4.20289 0.17 -0.11 0.02
H -14.17837 6.74388 3.66147 0.23 -0.40 -0.30
H -12.94517 7.94775 3.44634 0.13 0.04 0.08
H -13.58328 6.53846 6.08762 0.20 -0.06 -0.01
H -14.25417 8.05829 5.62610 -0.04 -0.01 -0.29
H -11.33380 7.50088 6.16814 0.02 0.17 0.36
H -12.46776 8.71812 6.90601 0.49 -0.03 0.15
H -11.80121 8.91269 5.26912 -0.17 0.13 0.02
H -12.37211 4.89723 0.14562 0.40 0.37 0.02
H -13.20934 6.23550 0.97036 -0.26 -0.14 -0.29
H -14.06205 4.68103 2.61415 0.05 -0.44 0.22
H -13.24828 3.26166 1.88017 0.40 0.22 0.23
H -14.71911 3.30999 -0.00666 0.40 0.50 -0.27
H -15.48515 4.83035 0.51500 0.45 0.24 -0.10
H -15.55980 2.14770 1.93826 -0.06 0.04 0.22
H -16.83511 2.97166 1.01920 -0.06 -0.15 0.11
H -16.25499 3.73293 2.50184 -0.16 -0.47 0.27
H -10.51392 3.65724 3.13214 -0.09 0.05 -0.09
H -9.25090 4.84918 2.89152 -0.28 0.30 0.30
H -10.00716 4.47655 0.28489 0.68 0.18 -0.08
H -10.35680 2.95151 0.92602 -0.14 0.09 -0.07
H -7.65782 4.00717 1.52598 0.19 -0.15 0.06
H -7.90738 3.25778 0.00599 -0.29 -0.28 -0.14
H -8.49373 1.84244 2.71758 -0.18 0.08 -0.04
H -7.03904 1.65218 1.75535 0.03 0.09 0.08
H -8.53625 1.12066 1.07427 -0.26 -0.08 0.24
C -7.10862 18.91713 -3.93986 1.18 1.82 -0.73
C -6.72986 18.43283 -2.56368 0.33 -1.10 0.17
C -7.65415 17.31928 -2.05524 0.43 -0.13 -1.40
C -7.34461 16.80416 -0.66938 0.28 -0.76 0.25
P -5.83017 15.75329 -0.41953 -0.13 0.74 -1.35
C -5.85756 14.93379 1.19795 -0.65 -0.67 -0.58
C -4.67316 13.98872 1.43032 1.33 0.37 -0.07
C -4.55116 13.40267 2.84504 1.49 1.44 0.32
C -5.43389 12.25541 3.15279 -1.28 -0.67 -0.59
C -5.94766 14.54237 -1.78002 -0.73 -0.44 -0.14
C -5.27155 14.86169 -3.13025 -0.69 1.55 0.88
C -5.63048 13.86088 -4.17217 1.38 -0.63 -1.69
C -4.79050 14.06272 -5.47205 0.31 -0.52 0.20
C -4.28966 16.68354 -0.56962 -0.72 0.12 0.57
C -4.30109 18.00206 0.24206 0.92 -0.19 -0.73
C -2.93983 18.70953 -0.04231 0.46 -0.09 0.12
C -3.06859 20.11754 -0.64193 0.06 -0.07 0.59
H -8.15264 19.19797 -4.05884 -0.09 -0.43 -0.12
H -6.66140 18.41487 -4.80146 -0.75 -1.07 0.26
H -6.55378 19.84751 -4.13655 -0.33 0.29 0.49
H -6.61130 19.25311 -1.85222 -0.40 0.04 0.02
H -5.73796 17.96530 -2.61441 0.12 0.26 -0.08
H -7.58139 16.49394 -2.77537 0.05 0.03 0.01
H -8.70237 17.60719 -2.16470 0.00 0.19 0.57
H -8.06458 15.99873 -0.47980 -0.45 0.51 0.61
H -7.40262 17.66700 -0.00492 -0.02 -0.50 0.61
H -6.77370 14.33362 1.20346 -0.16 0.17 0.05
H -5.99802 15.72017 1.94131 0.31 -0.11 0.21
H -3.73681 14.51715 1.21874 -0.08 0.40 0.44
H -4.54266 13.20763 0.67335 -0.91 -0.22 0.03
H -4.60733 14.23024 3.56419 -0.67 -0.02 -0.03
H -3.49106 13.16697 3.00294 -0.08 -0.50 -0.33
H -6.47874 12.52208 2.95410 -0.02 0.00 0.16
H -5.40964 11.86587 4.16824 0.29 0.10 0.00
H -5.23139 11.44734 2.44309 0.09 -0.16 0.24
H -7.02741 14.43429 -1.94681 -0.05 0.18 -0.04
H -5.69245 13.52214 -1.47952 0.45 0.19 0.31
H -4.21957 15.06881 -2.92449 0.21 -0.59 -0.52
H -5.66007 15.79374 -3.56232 0.12 0.25 0.54
H -6.66336 13.94432 -4.50690 -0.24 -0.14 0.70
H -5.37322 12.85520 -3.82875 -0.59 -0.11 0.03
H -5.33211 13.75652 -6.36553 -0.13 0.00 0.09
H -3.91803 13.40959 -5.41340 0.11 0.14 -0.10
H -4.41356 15.06911 -5.65706 -0.24 0.14 0.26
H -4.06519 16.85212 -1.62083 -0.04 0.03 0.00
H -3.54329 16.00668 -0.15100 0.30 0.16 -0.17
H -4.47903 17.75950 1.29083 0.33 0.14 0.13
H -5.09780 18.69388 -0.03108 -0.15 -0.26 -0.31
H -2.29084 18.18621 -0.75290 -0.66 -0.60 -0.22
H -2.30449 18.61450 0.84207 -0.19 0.72 0.24
H -3.87762 20.13789 -1.37370 -0.04 0.03 0.01
H -2.15793 20.40026 -1.16703 0.04 0.01 0.08
H -3.25637 20.87075 0.12291 -0.15 0.05 -0.08
C -9.89565 3.82740 5.97065 0.40 -0.68 0.84
C -9.19192 2.83759 6.91705 -0.68 0.08 0.62
C -8.41197 3.49989 8.05552 0.09 0.36 0.54
C -7.19567 4.33753 7.60991 -0.20 0.16 0.34
P -5.98889 4.59432 8.95403 0.18 0.37 0.44
C -6.58952 5.89494 10.12884 -0.76 -0.98 0.25
C -5.95643 5.97474 11.54661 0.32 0.27 -1.42
C -6.55843 7.12173 12.34167 0.58 0.50 0.66
C -5.69289 7.47491 13.55329 0.77 -0.19 -0.16
C -4.44034 5.17069 8.20116 -0.26 -0.64 0.59
C -3.44503 5.87957 9.12183 -0.10 -0.28 0.12
C -2.17214 6.16532 8.35056 -0.52 1.67 -0.19
C -1.03834 6.58413 9.28440 0.40 -1.24 -0.42
C -5.76728 3.00433 9.83949 -0.38 0.33 0.24
C -4.54797 2.82581 10.76441 -0.66 -0.41 -0.79
C -4.30621 1.36259 11.15531 0.64 0.13 0.42
C -3.01699 1.37837 11.99434 -0.05 -0.47 0.05
H -10.44154 3.24903 5.22630 0.26 0.15 -0.28
H -9.14259 4.49916 5.56234 -0.43 0.22 -0.41
H -10.66418 4.35776 6.53636 0.20 0.38 -0.03
H -8.58620 2.12107 6.36174 0.15 0.06 0.04
H -9.98183 2.28125 7.42872 0.10 -0.34 -0.19
H -8.09092 2.80323 8.83198 0.13 -0.69 -0.59
H -9.10007 4.07447 8.68815 -0.08 0.55 -0.51
H -7.45029 5.33284 7.23410 -0.12 0.02 0.07
H -6.68803 3.86354 6.76458 0.24 -0.14 0.17
H -7.65337 5.68246 10.28536 -0.11 0.01 -0.31
H -6.53986 6.85197 9.60633 0.14 0.02 -0.02
H -4.90330 6.15380 11.32108 0.15 0.09 0.73
H -6.03081 5.03503 12.09134 -0.11 -0.03 -0.06
H -7.56125 6.89355 12.70743 -0.14 -0.10 -0.36
H -6.57513 8.03873 11.74580 -0.39 -0.21 -0.30
H -4.77611 7.97918 13.23453 -0.07 0.04 -0.13
H -5.32941 6.57400 14.05207 -0.33 0.05 0.31
H -6.17230 8.15314 14.25608 -0.17 -0.20 0.09
H -4.71011 5.84993 7.38912 -0.04 -0.16 -0.14
H -4.01495 4.25247 7.78437 0.12 0.14 -0.26
H -3.12311 5.35169 10.02541 -0.56 -0.40 -0.08
H -3.94571 6.78939 9.46382 0.38 0.21 0.01
H -2.42993 6.99479 7.67768 0.25 -0.02 -0.12
H -1.93080 5.33905 7.68119 0.30 -0.18 0.31
H -1.29088 7.31217 10.05182 -0.21 0.22 -0.27
H -0.17496 6.89897 8.69938 0.01 0.26 0.18
H -0.72433 5.67671 9.81012 0.13 0.13 0.16
H -5.82167 2.21221 9.08836 0.13 0.05 -0.11
H -6.67740 2.90562 10.43932 -0.07 -0.09 -0.04
H -4.72012 3.35970 11.69749 0.25 0.29 -0.12
H -3.68154 3.22348 10.23534 0.23 -0.04 0.34
H -4.09473 0.68566 10.32428 -0.17 0.36 -0.37
H -5.17656 0.92239 11.64578 0.03 0.22 0.30
H -2.72468 0.39492 12.36347 -0.01 -0.09 -0.32
H -3.01575 2.00083 12.89035 -0.36 0.28 -0.18
H -2.25862 1.75285 11.30568 0.36 -0.09 0.31
C -4.69727 7.82061 3.70416 -1.71 -0.53 0.72
F -3.73608 7.20268 3.04450 0.52 0.08 0.09
F -4.24916 8.53290 4.72622 0.72 -0.13 0.10
F -5.32737 8.64909 2.89132 -0.04 0.09 -0.39
S -5.94514 6.50274 4.33007 -1.77 0.13 -0.52
O -6.88035 6.30868 3.23824 0.49 0.63 0.33
O -5.18703 5.31665 4.62901 0.23 0.96 1.23
N -6.70069 7.25718 5.62855 2.86 -1.96 -0.93
S -8.05909 7.90879 5.28976 -2.00 -0.50 -0.65
O -7.95308 9.07088 4.45262 -0.31 0.15 0.31
O -9.09574 6.92606 4.95559 0.56 1.06 0.35
C -8.60275 8.47337 7.02934 1.59 -0.11 -0.36
F -9.20200 9.65629 6.91079 -0.43 -0.63 0.32
F -9.36020 7.52554 7.57786 -0.53 0.47 -0.05
F -7.56615 8.62872 7.88943 -0.17 0.17 -0.41
```
Positions in Å, forces in eV/Å.